Record 1
ORCA calculation (wB97M-V/def2-TZVPD) on 13 unconnected molecules or ions with the total composition C39H91N13O13.

The net charge is 0. The frontier orbital gap comes out at 8.268 eV. The total energy comes out at -87912.1233 eV. The energy above the lowest of the compared OMol25 structures with the same formula, charge and spin is 283.5 kJ/mol. The HOMO energy is -0.3115 hartree.

```
156
C39H91N13O13 (wB97M-V/def2-TZVPD)
C -15.039 -15.700 -7.392
C -13.584 -15.846 -6.991
O -13.010 -16.906 -7.201
N -12.934 -14.696 -6.601
C -11.531 -14.748 -6.158
H -15.124 -15.956 -8.448
H -15.409 -14.681 -7.279
H -15.635 -16.450 -6.872
H -13.426 -13.814 -6.566
H -11.448 -14.284 -5.175
H -11.017 -14.136 -6.899
H -11.180 -15.780 -6.160
C -10.764 -13.829 4.840
C -11.526 -14.575 3.796
O -11.368 -15.747 3.602
N -12.343 -13.860 3.040
C -13.320 -14.375 2.058
H -11.366 -13.633 5.728
H -10.521 -12.839 4.453
H -9.855 -14.405 5.013
H -12.333 -12.867 3.225
H -13.560 -13.553 1.384
H -14.172 -14.808 2.582
H -12.890 -15.173 1.451
C -12.879 -5.127 2.898
C -11.704 -5.692 3.662
O -11.544 -5.306 4.795
N -10.806 -6.485 3.046
C -10.762 -6.798 1.671
H -12.680 -5.113 1.827
H -13.160 -4.109 3.170
H -13.704 -5.832 3.002
H -9.983 -6.776 3.553
H -11.586 -7.463 1.415
H -9.816 -7.246 1.369
H -10.887 -5.885 1.089
C -13.271 -11.979 -3.588
C -12.288 -11.930 -2.403
O -11.253 -12.606 -2.342
N -12.406 -11.014 -1.478
C -11.608 -10.957 -0.259
H -13.196 -12.923 -4.127
H -13.120 -11.172 -4.304
H -14.288 -11.804 -3.236
H -13.214 -10.408 -1.471
H -11.599 -10.000 0.263
H -10.621 -11.345 -0.508
H -11.911 -11.625 0.547
C -13.799 -15.712 -2.894
C -13.897 -16.242 -1.485
O -14.449 -15.527 -0.621
N -13.327 -17.436 -1.298
C -13.337 -18.029 0.068
H -13.547 -16.448 -3.658
H -12.900 -15.104 -2.993
H -14.692 -15.132 -3.129
H -13.092 -17.945 -2.138
H -14.007 -18.887 0.119
H -13.581 -17.312 0.853
H -12.347 -18.460 0.216
C -7.111 -9.823 5.393
C -7.969 -10.645 4.466
O -7.952 -11.903 4.431
N -8.829 -9.867 3.741
C -9.809 -10.297 2.722
H -6.227 -10.370 5.722
H -7.653 -9.497 6.281
H -6.730 -8.922 4.914
H -8.650 -8.875 3.806
H -9.355 -10.253 1.732
H -10.669 -9.627 2.722
H -10.072 -11.353 2.782
C -18.970 -11.693 -6.880
C -18.062 -11.951 -5.693
O -17.906 -11.088 -4.825
N -17.522 -13.153 -5.618
C -16.670 -13.551 -4.521
H -18.600 -12.111 -7.817
H -19.134 -10.633 -7.073
H -19.943 -12.149 -6.695
H -17.630 -13.814 -6.375
H -15.679 -13.849 -4.863
H -17.154 -14.345 -3.953
H -16.591 -12.741 -3.796
C -14.384 -8.706 -4.736
C -15.447 -7.962 -5.493
O -15.104 -6.963 -6.121
N -16.627 -8.534 -5.511
C -17.823 -8.108 -6.248
H -14.749 -9.617 -4.261
H -14.002 -8.087 -3.924
H -13.546 -8.978 -5.377
H -16.681 -9.445 -5.079
H -17.675 -8.174 -7.326
H -18.145 -7.101 -5.980
H -18.581 -8.792 -5.867
C -15.757 -12.269 -0.098
C -17.199 -12.640 -0.340
O -17.612 -12.942 -1.444
N -17.981 -12.619 0.653
C -19.345 -13.030 0.660
H -15.089 -12.923 -0.658
H -15.468 -12.264 0.953
H -15.515 -11.287 -0.504
H -17.567 -12.249 1.496
H -19.508 -13.827 1.386
H -19.806 -13.448 -0.234
H -19.965 -12.186 0.962
C -15.057 -6.883 -1.397
C -14.565 -7.973 -0.456
O -14.289 -9.031 -1.014
N -14.560 -7.829 0.864
C -14.256 -8.944 1.726
H -15.470 -6.072 -0.797
H -15.836 -7.274 -2.052
H -14.213 -6.510 -1.977
H -15.018 -7.046 1.309
H -13.211 -8.854 2.024
H -14.437 -9.878 1.195
H -14.788 -8.977 2.676
C -15.307 -11.810 -8.698
C -14.430 -11.602 -7.475
O -14.483 -12.374 -6.530
N -13.664 -10.493 -7.451
C -13.724 -9.365 -8.433
H -16.200 -11.218 -8.501
H -15.495 -12.883 -8.741
H -14.983 -11.517 -9.696
H -13.398 -10.319 -6.492
H -12.845 -8.731 -8.316
H -14.666 -8.861 -8.221
H -13.545 -9.824 -9.405
C -10.086 -17.883 -3.333
C -9.458 -16.712 -4.081
O -9.120 -16.897 -5.257
N -9.142 -15.629 -3.423
C -8.575 -14.416 -3.952
H -11.150 -17.670 -3.232
H -9.819 -18.046 -2.289
H -9.961 -18.851 -3.819
H -9.189 -15.647 -2.414
H -8.338 -14.566 -5.006
H -7.625 -14.213 -3.458
H -9.288 -13.617 -3.749
C -9.622 -17.880 1.673
C -9.613 -16.757 0.734
O -8.776 -16.727 -0.207
N -10.428 -15.722 1.006
C -10.525 -14.453 0.272
H -10.488 -17.905 2.334
H -8.792 -17.678 2.351
H -9.401 -18.889 1.325
H -10.820 -15.755 1.936
H -10.288 -13.697 1.020
H -11.543 -14.225 -0.045
H -9.894 -14.337 -0.609
```



Record 2
ORCA calculation (wB97M-V/def2-TZVPD) on a molecular structure, C7H13N.

The net charge is 0. The frontier orbital gap comes out at 8.541 eV. The total energy comes out at -8954.8689 eV. The energy above the lowest of the compared OMol25 structures with the same formula, charge and spin is 488.6 kJ/mol. The HOMO energy is -0.2759 hartree.

```
21
C7H13N (wB97M-V/def2-TZVPD)
C 0.267 0.859 0.057
C -0.114 -0.196 -0.844
C -0.138 -1.659 -0.467
N 0.006 0.811 1.402
C -1.974 0.369 -0.909
C 2.151 0.229 -0.331
C -2.895 0.328 0.048
C 2.959 0.168 0.724
H 0.278 1.861 -0.359
H 0.121 -0.004 -1.884
H -0.442 1.615 1.816
H -0.132 -0.094 1.826
H -2.270 0.597 -1.935
H 2.568 0.139 -1.335
H -0.213 -1.820 0.610
H 0.781 -2.145 -0.803
H -0.997 -2.150 -0.929
H -2.644 0.105 1.084
H -3.951 0.527 -0.141
H 4.043 0.091 0.639
H 2.593 0.368 1.731
```



Record 3
ORCA calculation (wB97M-V/def2-TZVPD) on 2 unconnected molecules or ions with the total composition C3H10N2O2.

The net charge is 0. The frontier orbital gap comes out at 9.964 eV. The total energy comes out at -10348.0903 eV. The energy above the lowest of the compared OMol25 structures with the same formula, charge and spin is 134.8 kJ/mol. The HOMO energy is -0.3391 hartree.

```
17
C3H10N2O2 (wB97M-V/def2-TZVPD)
C -0.092 -1.415 -0.657
C -0.369 0.081 -0.481
N 0.684 0.840 -1.133
N -1.635 0.531 -1.052
C -0.489 0.454 0.999
O -0.693 -0.336 1.911
H -0.156 -1.674 -1.712
H -0.822 -1.996 -0.096
H 0.903 -1.657 -0.289
H 0.464 1.830 -1.104
H 1.562 0.695 -0.645
H -1.573 0.490 -2.064
H -2.395 -0.067 -0.748
H -0.525 1.548 1.158
O 1.872 0.237 1.611
H 1.306 -0.488 2.026
H 1.957 0.927 2.276
```



Which value of energy above the lowest of the compared OMol25 structures with the same formula, charge and spin does entry 3 give? 134.8 kJ/mol



energy above the lowest of the compared OMol25 structures with the same formula, charge and spin of number 3 (C3H10N2O2)? 134.8 kJ/mol



What is the net charge in the second record? 0



Among the records above, which one has the lowest total energy? C39H91N13O13